# C5H9NO

The molecule C5H9NO in a non-equilibrium geometry (wB97M-V/def2-TZVPD, the Open Molecules 2025 dataset).

2S+1: 1
largest force on an atom: 0.122 hartree/bohr
HOMO level: -8.94 eV
HOMO-LUMO gap: 9.732 eV
E_LUMO: 0.8 eV
total energy: -8861.28601 eV
SMILES string: O[C@@]12CCN[C@H]1C2

Each line ends with the Löwdin charge.
CARTESIAN COORDINATES (ANGSTROEM)
N  -0.606  1.486  -0.054  0.009
H  1.248  1.228  -0.092  0.139
H  -1.382  0.590  -2.072  0.127
C  0.126  -0.901  -0.942  -0.117
H  0.513  1.204  -1.990  0.117
H  -1.474  -1.517  0.986  0.152
C  0.471  0.725  0.464  -0.526
H  -0.770  -1.696  -1.219  0.132
O  -1.176  -0.543  1.024  -0.116
H  2.030  -0.283  1.508  0.129
C  0.219  -0.681  0.518  -0.377
C  0.974  0.125  1.686  0.064
H  0.932  -1.469  -1.629  0.138
C  -0.359  0.652  -1.439  -0.114
H  0.660  0.197  2.724  0.104
H  -1.407  0.882  0.527  0.137

---

# C9H14

A cluster of 2 separate species, C9H14 in total in a non-equilibrium geometry (wB97M-V/def2-TZVPD, the Open Molecules 2025 dataset).

2S+1: 1
largest force on an atom: 0.052 hartree/bohr
HOMO level: -9.02 eV
HOMO-LUMO gap: 10.037 eV
E_LUMO: 1.0 eV
total energy: -9559.13371 eV
SMILES string: Cc1ccccc1.CC

Each line ends with the Löwdin charge.
CARTESIAN COORDINATES (ANGSTROEM)
H  3.934  -0.697  0.306  0.058
C  1.890  -1.372  -0.310  -0.158
H  3.570  -2.480  0.443  0.055
H  -4.143  -0.166  -1.032  0.098
H  3.871  -1.775  -1.072  0.065
H  1.033  0.596  1.168  0.049
C  3.403  -1.552  -0.093  -0.154
C  0.463  1.550  1.000  -0.056
C  -1.460  -0.063  0.997  -0.056
C  -0.824  1.000  0.375  -0.282
H  0.260  1.982  1.977  0.078
C  -3.227  0.207  -0.602  -0.119
H  1.144  2.223  0.512  0.072
C  -1.337  1.686  -0.746  -0.030
C  -2.578  1.238  -1.218  -0.096
C  -2.610  -0.564  0.377  -0.077
H  1.419  -2.321  -0.497  0.065
H  1.446  -0.675  0.366  -0.006
H  -3.153  -1.446  0.719  0.104
H  1.663  -0.842  -1.252  0.075
H  -0.645  2.365  -1.211  0.103
H  -1.053  -0.597  1.847  0.115
H  -3.066  1.704  -2.054  0.097

---

# C5H7NO

A cluster of 2 separate species, C5H7NO in total in a non-equilibrium geometry (wB97M-V/def2-TZVPD, the Open Molecules 2025 dataset).

2S+1: 1
largest force on an atom: 0.076 hartree/bohr
HOMO level: -9.51 eV
HOMO-LUMO gap: 10.291 eV
E_LUMO: 0.8 eV
total energy: -8832.94053 eV
SMILES string: CN=C=O.C=C=C

Each line ends with the Löwdin charge.
CARTESIAN COORDINATES (ANGSTROEM)
H  -1.475  1.893  -1.415  0.065
O  1.857  1.165  1.688  0.153
H  0.769  -1.006  -1.679  0.085
N  1.260  -0.500  0.207  0.045
C  -1.789  0.066  1.021  0.001
H  0.276  -2.200  -0.452  0.068
H  0.261  1.839  -0.789  0.041
C  -0.709  1.501  -0.805  0.009
H  -1.919  -0.979  0.860  0.040
C  -1.085  0.766  0.164  -0.231
H  2.139  -1.877  -1.019  0.120
C  1.063  -1.541  -0.742  -0.075
H  -2.203  0.537  2.002  0.103
C  1.556  0.336  0.959  -0.426

---

# CH3N2O2

A cluster of 2 separate species, CH3N2O2 in total in a non-equilibrium geometry (wB97M-V/def2-TZVPD, the Open Molecules 2025 dataset).

2S+1: 1
largest force on an atom: 0.098 hartree/bohr
HOMO level: -17.09 eV
total charge: +1
HOMO-LUMO gap: 10.605 eV
E_LUMO: -6.5 eV
total energy: -8147.05295 eV

Each line ends with the Löwdin charge.
CARTESIAN COORDINATES (ANGSTROEM)
C  -0.107  -0.292  0.310  0.042
H  -0.175  -1.547  1.093  0.340
N  -0.295  0.843  0.821  0.239
H  -0.456  0.681  1.903  0.229
N  0.258  -0.373  -1.175  -0.410
H  -0.074  1.709  0.275  0.202
O  1.339  0.019  -1.367  0.194
O  -0.491  -1.040  -1.860  0.165